{
  "formula": "C6H4N5NdO5",
  "method": "the ωB97M-V functional and the def2-TZVPD basis",
  "de_lowest_ev": 1.570,
  "gap_ha": [0.1971, 0.2207],
  "multiplicity": 4,
  "homo_ev": [-14.899, -15.420],
  "s_squared": 4.01,
  "total_charge": 2,
  "elements": ["O", "C", "Nd", "C", "O", "C", "O", "C", "O", "C", "O", "H", "N", "N", "N", "C", "N", "N", "H", "H", "H"],
  "coordinates": [[0.07258, 1.11175, -3.09028], [0.19269, 1.35878, -1.94751], [0.66952, 1.42105, 0.42961], [-0.68201, 0.49368, 2.40046], [-1.19273, 0.23421, 3.40460], [-0.19560, -1.84838, -0.51104], [-0.13206, -2.76087, 0.31783], [2.32114, 0.06510, -0.92204], [3.01034, -0.68688, -1.47723], [-1.09832, -0.67201, -0.25908], [-2.26879, -0.64178, -0.44251], [0.14900, -1.87372, -1.57131], [1.32561, -3.04728, 3.73476], [1.79453, -2.12267, 2.85807], [3.09475, -1.78906, 2.89193], [3.10327, -0.68621, 2.15080], [1.84108, -0.30993, 1.77129], [1.00541, -1.23489, 2.29031], [0.52230, -3.53393, 3.36740], [2.06358, -3.67728, 4.01784], [4.02133, -0.18029, 1.85071]],
  "mulliken_charge": [-0.153, 0.191, 1.683, 0.244, -0.110, 0.180, -0.395, 0.221, -0.107, 0.068, -0.327, 0.382, -0.561, 0.920, -0.747, -0.247, -0.070, -0.237, 0.305, 0.332, 0.431]
}

***

{
  "formula": "C6H4NO2S2",
  "method": "the ωB97M-V functional and the def2-TZVPD basis",
  "de_lowest_ev": 4.675,
  "gap_ha": 0.2541,
  "homo_ev": -3.920,
  "total_charge": -1,
  "elements": ["C", "C", "C", "C", "C", "C", "N", "O", "O", "S", "S", "H", "H", "H", "H"],
  "coordinates": [[2.77274, -1.05176, -0.60096], [-0.81910, 0.00206, -0.62433], [0.47472, -0.51719, -0.87127], [-1.55280, -0.06788, 0.50308], [1.56894, -0.51126, -0.08954], [1.02450, 1.52446, 1.19744], [3.81739, -1.44786, -0.93759], [1.95946, -0.24418, 3.11830], [0.19813, 2.31692, 0.82453], [-0.86870, -0.85011, 1.90192], [0.79469, 0.51336, 2.69551], [-1.42726, 0.35837, -1.56007], [0.59120, -0.93538, -1.81548], [-2.52295, 0.30048, 0.62062], [2.06872, 1.43351, 0.94789]],
  "mulliken_charge": [0.063, -0.407, 0.001, -0.439, -0.162, 0.013, -0.622, -0.538, -0.498, -0.234, 0.393, 0.196, 0.378, 0.439, 0.418]
}

***

{
  "formula": "C6H4O",
  "method": "the ωB97M-V functional and the def2-TZVPD basis",
  "de_lowest_ev": 3.551,
  "gap_ha": 0.3031,
  "homo_ev": -8.756,
  "smiles": "C=C=C=C=O.C#C",
  "total_charge": 0,
  "elements": ["C", "C", "C", "C", "O", "H", "H", "C", "C", "H", "H"],
  "coordinates": [[-2.21664, -0.09738, -0.94460], [-1.26350, 0.71569, -0.56206], [-0.33059, 1.51240, -0.18894], [0.78291, 1.75688, 0.42931], [1.76959, 2.11147, 0.93622], [-3.12740, -0.19501, -0.36179], [-2.12914, -0.66308, -1.86753], [1.04380, -1.30856, 0.50440], [2.21402, -1.27002, 0.78053], [0.00380, -1.31700, 0.24852], [3.25315, -1.24538, 1.02595]],
  "mulliken_charge": [-0.920, 0.320, -0.353, 0.747, -0.350, 0.260, 0.288, -0.416, -0.274, 0.312, 0.385]
}

***

Q: What is the formula in the second record?
A: C6H4NO2S2